1.
C9H14 | the ωB97M-V functional and the def2-TZVPD basis

Summary:
- Energy above the lowest of the compared OMol25 structures with the same formula, charge and spin: 18.38 kcal/mol
- HOMO energy: -0.3281 Eh
- SMILES: Cc1ccccc1.CC
- Electronic energy: -9559.384 eV
- LUMO energy: 0.963 eV

Element x y z (Å)
C  0.86073  -2.11570  2.00285
C  1.39525  -1.52764  0.73374
C  0.50220  -0.82984  -0.09252
C  0.87461  -0.59805  -1.41771
C  1.99705  -1.20519  -1.95956
C  2.96825  -1.72574  -1.11411
C  2.64151  -1.88242  0.22507
H  1.50229  -2.09746  2.87652
H  0.60931  -3.17488  1.90951
H  -0.04627  -1.60487  2.32772
H  -0.32498  -0.24639  0.28585
H  0.26919  0.10044  -1.98313
H  2.13733  -1.16684  -3.03374
H  3.91620  -2.06956  -1.50300
H  3.37361  -2.10369  0.98738
C  -3.12307  2.48028  -0.71382
C  -2.61128  3.05418  0.61164
H  -3.39103  1.43777  -0.57380
H  -3.86600  3.10972  -1.18081
H  -2.24376  2.54712  -1.35995
H  -3.31694  2.91928  1.41338
H  -2.44622  4.13107  0.67511
H  -1.67797  2.56839  0.88337

Atomic forces in eV per Å
-0.18 0.21 1.02
-1.13 -0.59 -0.52
1.45 0.75 -0.57
-0.54 -0.08 0.50
0.23 0.53 -0.36
-0.64 -0.39 0.06
0.17 0.69 0.61
0.60 0.24 0.01
-0.05 0.06 -0.43
-0.10 0.02 -0.17
-0.36 -0.52 0.29
-0.08 -0.36 -0.36
0.26 0.15 0.07
0.06 0.05 0.03
0.29 -0.76 -0.20
1.55 0.88 0.35
-0.30 0.17 0.40
-0.33 0.03 -0.27
-0.58 -0.22 0.04
-0.22 -0.39 -0.40
-0.35 -0.49 0.44
0.18 0.05 -0.72
0.06 -0.06 0.17

---

2.
C9H14 | the ωB97M-V functional and the def2-TZVPD basis

Summary:
- Energy above the lowest of the compared OMol25 structures with the same formula, charge and spin: 5.92 kcal/mol
- HOMO energy: -0.3337 Eh
- SMILES: Cc1ccccc1.CC
- Electronic energy: -9559.925 eV
- LUMO energy: 1.040 eV

Element x y z (Å)
C  -2.67632  0.34504  1.60533
C  -1.26308  -0.16534  1.43790
C  -0.88344  -0.85595  0.29493
C  0.38064  -1.43232  0.24378
C  1.25929  -1.31478  1.30140
C  0.90078  -0.60794  2.43425
C  -0.36145  -0.04014  2.48951
H  -2.70396  1.42358  1.47824
H  -3.09930  0.05191  2.56134
H  -3.36074  -0.11194  0.88083
H  -1.52179  -0.90853  -0.57511
H  0.63764  -2.06010  -0.60291
H  2.23711  -1.75715  1.18013
H  1.61947  -0.36357  3.20247
H  -0.64062  0.57986  3.33034
C  1.82229  1.19168  -2.33244
C  0.55833  0.61649  -2.98476
H  2.01913  0.68018  -1.39437
H  2.65951  1.08660  -3.01542
H  1.71541  2.24129  -2.04428
H  0.42765  -0.41817  -2.67864
H  -0.34844  1.17180  -2.73628
H  0.62186  0.64752  -4.07624

Atomic forces in eV per Å
-0.07 -0.28 -0.52
-0.69 -0.38 0.15
0.54 0.12 0.16
-0.46 -0.37 -0.20
0.38 -0.23 -0.24
-0.06 0.70 -0.27
0.09 0.20 -0.08
-0.21 0.16 0.15
0.19 0.25 0.33
0.29 0.21 -0.15
-0.26 -0.13 0.08
0.15 0.25 -0.08
0.13 -0.04 0.26
0.05 -0.33 0.17
-0.06 -0.12 0.21
-0.50 0.17 0.16
-0.02 0.27 -0.21
0.23 -0.20 0.01
0.26 0.02 0.18
0.01 -0.01 -0.35
-0.14 -0.10 -0.10
0.07 -0.09 0.23
0.06 -0.08 0.09

---

3.
C9H14 | the ωB97M-V functional and the def2-TZVPD basis

Summary:
- Energy above the lowest of the compared OMol25 structures with the same formula, charge and spin: 61.47 kcal/mol
- HOMO energy: -0.3193 Eh
- SMILES: Cc1ccccc1.CC
- Electronic energy: -9557.516 eV
- LUMO energy: 1.029 eV

Element x y z (Å)
C  1.97513  0.68919  -0.41091
C  1.23770  -0.51593  0.22481
C  1.29133  -1.73284  -0.39435
C  0.75385  -2.79397  0.29217
C  -0.20397  -2.66189  1.44547
C  -0.19296  -1.49047  2.10049
C  0.50618  -0.35917  1.45345
H  2.41295  1.24679  0.35323
H  1.27285  1.41942  -0.96312
H  3.00049  0.35702  -0.91075
H  1.89228  -1.82532  -1.32598
H  0.80286  -3.86749  -0.16279
H  -0.77649  -3.53609  1.79410
H  -0.37899  -1.31955  3.13787
H  0.57239  0.55184  1.95255
C  -2.30945  1.51201  -0.73794
C  -1.26922  2.31025  -1.49707
H  -2.95135  2.40523  -0.36164
H  -2.65646  0.66863  -1.21894
H  -1.92559  1.40491  0.37298
H  -0.46817  2.64150  -0.93449
H  -0.85036  1.70690  -2.29082
H  -1.73500  3.18903  -1.91835

Atomic forces in eV per Å
0.34 -0.96 -1.19
-1.06 2.86 1.47
0.85 -1.24 0.07
-3.41 -2.97 0.00
2.43 -1.81 -2.40
2.37 3.75 -1.25
0.48 -3.43 -1.48
0.31 1.24 1.68
1.43 -1.50 0.32
-2.62 0.51 0.06
-0.54 -0.26 0.85
0.00 2.10 0.82
0.69 0.37 -0.13
-1.20 -0.14 0.38
0.01 1.45 0.81
1.36 4.95 5.29
-0.97 -0.93 -1.72
-0.64 -2.13 -1.30
-1.29 -1.49 -0.55
-0.30 -1.22 -2.23
1.54 0.64 1.45
0.20 0.01 -0.45
0.03 0.20 -0.49

---

4.
C9H14 | the ωB97M-V functional and the def2-TZVPD basis

Summary:
- Energy above the lowest of the compared OMol25 structures with the same formula, charge and spin: 59.68 kcal/mol
- HOMO energy: -0.3282 Eh
- SMILES: Cc1ccccc1.CC
- Electronic energy: -9557.594 eV
- LUMO energy: 0.957 eV

Element x y z (Å)
C  -0.67805  1.48427  -2.50115
C  0.01282  0.36126  -1.94844
C  0.96989  0.70889  -0.92283
C  1.24948  -0.22143  0.02681
C  0.83081  -1.57736  -0.05879
C  0.15251  -1.86514  -1.19292
C  -0.34541  -0.92327  -2.06655
H  -0.19892  2.46159  -2.81064
H  -1.26991  1.95319  -1.64856
H  -1.24879  1.30023  -3.43666
H  1.47605  1.69245  -0.85303
H  1.96776  -0.09866  0.98633
H  1.13424  -2.35043  0.66350
H  -0.13607  -3.00048  -1.29821
H  -1.06337  -1.35488  -2.90334
C  -0.76620  0.20282  2.90124
C  -0.77632  1.07505  4.13067
H  -0.69599  -0.72988  3.06141
H  -1.58192  0.44871  2.25733
H  0.03567  0.42313  2.22102
H  -0.88059  2.23011  4.02414
H  0.15479  0.80202  4.84280
H  -1.59016  0.75244  4.68574

Atomic forces in eV per Å
-2.03 3.90 -1.62
2.47 1.57 2.01
-0.10 -0.07 -0.13
2.65 -1.54 3.43
0.71 1.26 -0.10
-1.29 -4.54 0.40
-1.91 -2.39 -2.65
0.89 -1.38 0.40
-0.21 -0.96 -1.23
-0.32 -0.31 0.98
-0.84 -0.53 -0.22
-1.60 0.57 -2.52
-0.22 0.61 -0.39
0.41 2.36 -0.21
1.45 1.42 1.75
0.35 7.36 -2.05
2.92 0.98 1.26
0.08 -6.94 1.58
-1.13 -0.19 -0.20
0.84 0.30 -0.04
0.46 -2.16 -0.18
-1.86 0.96 -1.67
-1.75 -0.30 1.38

---

5.
C9H14 | the ωB97M-V functional and the def2-TZVPD basis

Summary:
- Energy above the lowest of the compared OMol25 structures with the same formula, charge and spin: 18.96 kcal/mol
- HOMO energy: -0.3313 Eh
- SMILES: Cc1ccccc1.CC
- Electronic energy: -9559.359 eV
- LUMO energy: 1.021 eV

Element x y z (Å)
C  -1.32542  -2.77589  2.19965
C  -0.46023  -2.20777  1.10292
C  0.55535  -2.90606  0.46579
C  1.27926  -2.30033  -0.54494
C  1.06738  -0.97072  -0.89853
C  0.15775  -0.20907  -0.16597
C  -0.64943  -0.87278  0.73478
H  -1.19941  -2.11970  3.04569
H  -0.95175  -3.73868  2.54750
H  -2.36205  -2.84547  1.88628
H  0.80020  -3.90487  0.81004
H  2.22075  -2.64621  -0.96082
H  1.76022  -0.47325  -1.56125
H  0.14791  0.86074  -0.33139
H  -1.28511  -0.28648  1.39354
C  0.76979  3.14480  -1.13326
C  -0.68544  3.62346  -1.30246
H  0.73276  2.34025  -0.42527
H  1.24912  2.81895  -2.05445
H  1.28092  4.04363  -0.78925
H  -0.78695  4.56696  -1.84730
H  -1.25524  2.85630  -1.81847
H  -1.06038  4.00219  -0.35283

Atomic forces in eV per Å
0.95 -0.13 -0.17
-0.18 0.23 -0.65
-0.14 -0.40 0.10
1.03 1.09 -0.38
-0.03 0.24 0.96
0.10 -0.70 -0.91
0.10 0.59 1.26
-0.47 0.33 0.43
-0.17 -0.18 -0.26
-0.12 -0.03 0.15
0.01 -0.03 -0.14
-0.40 -0.99 0.02
-0.04 -0.07 -0.25
-0.54 -0.46 0.18
-0.31 0.01 -0.30
-0.91 1.46 -0.39
0.53 0.62 -0.50
0.73 0.14 0.43
-0.16 -0.08 -0.07
0.61 -0.47 0.40
0.41 -0.29 -0.70
-0.60 0.10 0.41
-0.40 -0.97 0.36

---

6.
C9H14 | the ωB97M-V functional and the def2-TZVPD basis

Summary:
- Energy above the lowest of the compared OMol25 structures with the same formula, charge and spin: 7.92 kcal/mol
- HOMO energy: -0.3320 Eh
- SMILES: Cc1ccccc1.CC
- Electronic energy: -9559.838 eV
- LUMO energy: 1.038 eV

Element x y z (Å)
C  -0.68106  -2.67815  0.38132
C  0.31876  -1.68662  -0.15608
C  0.27408  -1.32096  -1.49219
C  1.15390  -0.35238  -1.97064
C  2.10480  0.18740  -1.12513
C  2.06646  -0.10040  0.23180
C  1.20802  -1.07590  0.72957
H  -0.33453  -3.71050  0.43760
H  -1.55944  -2.72658  -0.27162
H  -0.95390  -2.47454  1.42065
H  -0.47975  -1.76457  -2.12165
H  1.07969  -0.02902  -3.00812
H  2.87622  0.87278  -1.46593
H  2.69890  0.42659  0.93879
H  1.09507  -1.19326  1.79723
C  -1.27946  1.50179  0.33947
C  -1.42079  2.83841  1.05311
H  -0.53808  1.60513  -0.45908
H  -1.06221  0.71536  1.04727
H  -2.20327  1.28508  -0.19641
H  -2.42073  3.06155  1.44126
H  -1.11902  3.70476  0.47623
H  -0.82366  2.91401  1.97255

Atomic forces in eV per Å
-0.26 -0.43 -0.01
-0.38 -0.62 0.77
0.41 0.47 0.28
-0.07 -0.39 -0.46
0.26 0.49 0.29
0.14 -0.58 0.50
-0.32 0.97 -0.86
0.48 -0.03 -0.27
-0.05 0.20 0.35
-0.24 0.35 -0.23
-0.07 0.00 -0.22
0.18 -0.13 0.18
-0.35 0.07 -0.19
0.15 -0.02 -0.22
0.16 -0.35 0.07
-0.40 0.95 -0.60
-0.05 0.63 1.26
0.26 -0.46 0.43
0.17 -0.32 -0.16
-0.12 -0.25 0.13
-0.12 -0.26 -0.36
-0.02 0.02 -0.43
0.24 -0.29 -0.27

---

- The highest electronic energy belongs to which entry?
  number 3